# C31H51As3N2Pd

A structure of composition C31H51As3N2Pd (ωB97M-V/def2-TZVPD, OMol25).

```
88
Properties=species:S:1:pos:R:3
Pd 0.1595 -0.0179 0.3766
C -1.1437 -0.5149 -2.8552
C -0.6372 -1.9239 -2.6666
C -0.2381 -2.6851 -3.7591
C 0.2425 -3.9731 -3.5929
C 0.3628 -4.5044 -2.3190
C -0.0348 -3.7811 -1.2012
C 0.1781 -4.3381 0.1855
C -0.5654 -2.5053 -1.4008
N -1.0383 -1.7153 -0.2930
C -2.1526 -1.9451 0.2770
C -3.0673 -3.0801 -0.0639
C -2.6064 -0.9318 1.3207
C -4.0114 -0.9892 1.8404
N -1.7475 -0.0673 1.6592
C -2.0220 1.0331 2.5321
C -1.8035 0.8931 3.9006
C -1.4605 -0.4506 4.4929
C -1.9627 2.0135 4.7137
C -2.3378 3.2342 4.1795
C -2.5631 3.3445 2.8155
C -2.4086 2.2517 1.9696
C -2.6501 2.3698 0.4886
H -0.8809 -0.1464 -3.8455
H -0.7146 0.1610 -2.1204
H -2.2304 -0.4537 -2.7564
H -0.2991 -2.2563 -4.7537
H 0.5324 -4.5605 -4.4555
H 0.7741 -5.4992 -2.1848
H 0.4761 -5.3852 0.1412
H -0.7135 -4.2699 0.8127
H 0.9710 -3.7857 0.6888
H -2.6151 -3.7534 -0.7852
H -4.0002 -2.6966 -0.4848
H -3.3324 -3.6395 0.8367
H -4.7271 -0.9782 1.0153
H -4.2135 -0.1467 2.4977
H -4.1817 -1.9171 2.3939
H -0.9097 -1.0674 3.7869
H -2.3649 -1.0018 4.7668
H -0.8692 -0.3389 5.4046
H -1.8041 1.9164 5.7832
H -2.4698 4.0943 4.8247
H -2.8705 4.2965 2.3945
H -2.7826 3.4116 0.1985
H -3.5519 1.8275 0.1880
H -1.8226 1.9500 -0.0832
C 0.3346 3.8067 0.3737
As 1.3178 2.1396 0.4937
C 2.7490 2.5734 -0.7449
C 2.0966 2.4958 2.2653
C 3.0990 1.4976 2.8752
C 4.3310 1.3505 1.9731
C 2.4453 0.1376 3.2036
As 1.9963 -1.1710 1.7851
C 3.7403 -1.8318 1.2187
C 1.5343 -2.6243 3.0128
C 3.4855 2.2103 4.1992
As 4.9393 1.5001 5.2945
C 6.5686 2.3172 4.6869
C 5.2839 -0.3887 5.1968
H 1.0384 4.6380 0.4103
H -0.3748 3.8873 1.1967
H -0.2029 3.8367 -0.5708
H 3.4080 3.3196 -0.3035
H 2.2850 2.9972 -1.6332
H 3.3232 1.6990 -1.0400
H 1.2307 2.6129 2.9237
H 2.5688 3.4789 2.1779
H 4.0464 0.9875 0.9912
H 5.0547 0.6387 2.3817
H 4.8345 2.3128 1.8362
H 1.4872 0.3171 3.6976
H 3.0707 -0.4114 3.9102
H 4.4091 -1.9675 2.0710
H 4.1982 -1.1672 0.4912
H 3.5810 -2.7995 0.7453
H 1.6184 -2.2846 4.0427
H 2.2120 -3.4619 2.8569
H 0.5165 -2.9610 2.8374
H 2.6138 2.3026 4.8490
H 3.8450 3.2261 4.0128
H 6.4359 3.3919 4.5817
H 6.8011 1.8579 3.7228
H 7.3732 2.1207 5.3945
H 4.4609 -0.9720 5.5997
H 6.1832 -0.5845 5.7823
H 5.4631 -0.6291 4.1478
```

Values from the calculation:
Spin multiplicity: 3
Electronic energy: -8156.00540 hartree
<S²>: 2.006
Lowest unoccupied orbital energy (spin up / spin down): -4.78 / -8.62 eV
Energy above the lowest of the compared OMol25 structures with the same formula, charge and spin: 2.2 kcal per mole
HOMO level (spin up / spin down): -12.29 / -12.57 eV
Net charge: +2